Entry from OMol25: a 13-piece molecular cluster, C70H61N13O22 overall in a non-equilibrium geometry (wB97M-V/def2-TZVPD).

Geometry as XYZ:
```
166
Properties=species:S:1:pos:R:3:forces:R:3
O 19.5262 2.5707 -2.4590 -0.2413 -0.9103 -0.0171
O 13.7565 -18.2461 5.1897 0.9328 2.5578 -2.3471
O 22.3258 -1.7315 -7.8078 0.1164 -0.8661 2.7540
O 14.2961 -17.4580 3.1636 -0.4678 0.1741 2.7136
O 24.0465 -1.5227 -6.5240 -0.7200 -0.5442 0.2934
O 25.9122 -6.5672 4.6268 1.4438 -1.2153 2.5247
O 19.4406 4.2632 -1.1911 -0.1989 -0.0050 0.9419
O 6.5947 -6.5182 0.8506 0.3161 0.0932 0.0977
O 14.9447 3.8510 13.3365 -0.3217 -0.8815 -1.9975
O 18.4112 -4.9715 17.0174 0.0885 0.1657 0.9724
O 22.7618 -15.1946 8.6960 0.7715 -0.3627 -0.6726
O 25.5540 -7.3692 6.6567 2.6478 0.6052 -2.4958
O 18.0424 -4.6487 14.9269 -0.8954 -0.0714 1.3958
O 4.8126 -7.6457 1.0197 -1.5355 -0.9486 0.1776
O 14.4592 -5.8794 3.4732 0.6150 0.7361 1.5776
O 16.5914 -11.1125 -0.5723 -0.1576 0.1112 0.3576
O 8.6706 -0.6069 10.4940 -0.8656 -0.9119 -1.5168
O 13.4802 4.4728 11.8734 0.8679 -0.5463 -0.1407
O 23.0875 -13.4387 9.8346 0.6585 3.4025 0.4229
O 17.3320 -10.8343 -2.5670 -0.2941 -0.6704 0.0091
O 9.1344 -2.6466 10.8181 -0.6232 -0.6611 -0.9071
O 13.4736 -5.1271 5.2463 1.6549 -0.1238 -0.0568
N 14.3410 3.6865 12.2612 -1.4786 0.9138 1.6837
N 5.9935 -7.5386 1.1440 1.3828 1.1604 -0.3508
N 19.2076 3.0941 -1.4136 -0.5249 0.1387 -0.9684
N 16.7102 -11.4657 -1.7262 0.4275 0.5255 0.2470
N 26.3304 -7.1199 5.6770 -2.8924 -0.0095 0.4052
N 8.6476 -1.7833 10.0964 1.9916 1.2131 2.6048
N 25.1948 -8.2173 12.3903 0.2316 0.1136 -0.1863
N 17.6644 -4.9123 16.0833 -0.0940 -0.5387 -2.5455
N 14.4509 -5.6278 4.6909 -1.1452 -1.5077 -1.4863
N 23.1383 -14.5966 9.6850 -2.0533 -3.9466 1.1528
N 14.1126 -17.3228 4.3936 -0.2773 -1.8767 -0.0903
N 25.0087 -10.1980 0.6255 -2.8701 -0.3823 0.1026
N 22.8887 -1.8877 -6.6980 0.7857 1.1794 -1.5171
C 22.6403 -15.0902 12.1150 0.2688 0.4401 -1.2399
C 13.9870 -5.8193 15.3088 2.2421 0.4247 -2.2787
C 22.6377 -7.8022 12.0868 1.6136 0.8296 -0.3522
C 13.9073 -15.6719 6.3207 -0.8237 -1.6853 -1.4653
C 14.5276 -6.2247 17.5621 -0.5927 -0.6516 1.5784
C 23.3108 -15.4544 10.9281 0.4448 -1.2327 1.0562
C 15.2407 -13.7014 4.9084 -0.2907 -1.9396 -0.2807
C 6.2588 -9.9076 1.8765 0.6165 1.1547 -0.0821
C 24.0352 -16.6621 10.9525 0.3911 1.1748 0.5390
C 7.1612 -2.7394 6.2253 0.0276 0.9418 0.8240
C 24.1940 -17.3525 12.1809 -0.6827 -0.9772 -2.9913
C 20.8652 -3.9212 -3.4060 -1.1550 0.5348 -0.4261
C 15.3614 -6.3126 6.9010 -1.8614 1.3425 -2.2628
C 14.8216 -13.5015 6.2030 -0.5875 1.1028 -0.4824
C 18.3753 1.8790 1.9732 -2.8987 -2.3521 0.7792
C 16.2363 -6.9411 7.6918 2.4894 -0.9311 0.7267
C 22.2238 -2.4781 -5.5125 -1.9577 -1.1203 2.5930
C 22.4753 -10.7699 1.1118 0.2265 1.1487 -1.1241
C 23.8697 -10.4329 0.7735 2.9932 -0.7484 0.6427
C 14.0054 -14.0442 -2.0859 1.3047 0.7117 0.1394
C 7.6890 -1.0887 7.9449 -0.1484 -0.9699 0.0158
C 7.1274 -10.8815 2.3382 -1.3516 -1.1640 -0.0122
C 20.8114 -2.4888 -5.3991 -0.2123 -1.6071 0.7411
C 14.7601 -12.9798 -1.5700 -0.1292 0.2204 -0.9926
C 28.5707 -7.2416 4.6593 -0.5862 0.9283 0.3654
C 8.4797 -10.6905 2.4691 -0.6613 -2.3739 0.7930
C 15.8747 -14.6004 -3.5360 -1.1954 0.4733 -0.4187
C 7.2015 -1.3628 6.6507 0.1319 -2.3092 1.4630
C 8.9607 -9.5002 2.1558 3.2632 1.1149 -0.5044
C 30.3230 -8.5473 5.6615 1.5970 0.5444 -1.9842
C 18.4673 2.2864 -0.3945 1.3747 -0.1354 1.4429
C 22.2474 -3.8757 -3.4414 0.7669 1.4889 -0.4796
C 16.2369 -5.3346 16.2672 -1.4438 0.0846 -1.9308
C 16.5896 -13.4845 -3.0914 -0.0663 -0.7387 -0.3944
C 18.8701 2.5692 0.9304 0.3834 1.1006 -0.7714
C 14.3546 -15.9882 4.9756 -0.4871 1.1321 2.4560
C 24.0799 -8.0099 12.2229 0.0352 -0.8084 1.0694
C 17.1224 0.4708 0.4464 0.5279 -0.1890 -0.2029
C 7.6188 -3.7664 7.0769 0.7250 0.9391 0.2619
C 16.0587 -12.7238 -2.0776 -1.8107 -0.0697 -0.3121
C 6.8095 -8.6397 1.6406 0.7441 -1.3097 -0.0965
C 28.2763 -8.3625 6.7081 -4.3388 0.2287 1.2450
C 22.9317 -3.0604 -4.3702 -0.7669 -0.3224 -1.5536
C 8.2068 -8.4896 1.7358 -2.4473 2.6719 -0.6122
C 17.6858 -7.4266 5.7767 -0.8667 0.8732 1.0843
C 14.5014 2.4637 11.4610 0.1263 -0.1756 -2.7858
C 17.4556 -7.4209 7.1639 -0.8484 -1.2304 -0.7829
C 20.1083 -3.1917 -4.3042 2.3013 0.9266 -2.2858
C 14.5584 -14.8087 -3.0993 0.4266 -0.5732 1.0113
C 23.4564 -17.0176 13.2684 1.3984 0.2911 1.2434
C 29.8510 -7.7431 4.6169 0.0865 -0.1253 -0.0606
C 15.1483 0.2735 9.7614 1.7706 0.2910 1.1611
C 14.2928 1.2472 9.3231 -0.4489 0.9482 0.2746
C 13.9699 2.3494 10.1278 -0.1138 -0.2356 0.8662
C 15.7065 0.4084 11.0388 -0.3479 0.3792 0.0742
C 16.7449 -6.7900 4.9660 -1.2470 1.2856 -0.4750
C 14.0315 -14.4320 6.8579 0.5388 -0.0531 -0.0325
C 15.8150 -5.7405 17.5380 0.3473 -0.2713 -1.9366
C 15.3370 -5.3827 15.1107 0.2350 0.2480 2.2378
C 15.5473 -6.2510 5.4955 1.1390 -0.1420 1.7960
C 14.9648 -14.9767 4.2777 0.5765 1.0986 -0.0528
C 29.5301 -8.8106 6.7069 0.7734 -0.9221 2.0025
C 15.3586 1.4810 11.8764 -0.2419 -0.9906 0.5797
C 22.8498 -15.7953 13.2875 -1.4793 0.3331 0.0198
C 8.1666 -3.4589 8.3134 0.6013 1.3327 0.6828
C 17.4508 0.7805 1.7404 1.6909 2.2928 -0.1092
C 17.6682 1.2012 -0.6568 -0.3899 -0.1281 0.2683
C 13.6387 -6.3143 16.4960 -0.1102 0.1409 2.6746
C 27.7550 -7.5777 5.7338 -0.0582 0.7449 -1.7990
C 8.1827 -2.1358 8.7850 -1.3335 0.7736 -2.3884
H 16.1926 -15.2041 -4.3732 0.4693 0.0214 0.0902
H 6.7419 -2.9460 5.2517 0.0249 -0.2122 -0.0431
H 14.1896 -12.2219 -1.0537 0.5654 0.0256 0.7653
H 16.0210 -7.0672 8.7426 0.1304 0.1753 0.1049
H 19.0307 -3.2617 -4.3164 0.0082 0.2432 -0.0061
H 22.7857 -4.3687 -2.6454 0.3031 -0.0069 -0.1373
H 15.2250 -15.1699 3.2475 0.1894 0.1447 -0.0650
H 5.2283 -10.1543 1.6679 -0.0759 0.2748 0.1835
H 22.1997 -7.4677 13.0273 -0.1221 -0.5522 -0.0593
H 12.6480 -6.6768 16.7274 -0.0682 -0.1424 -0.2641
H 28.1832 -6.4775 4.0017 0.1791 -0.3189 -0.5592
H 15.7693 -12.9026 4.4094 0.0068 -0.2124 -0.3130
H 20.1936 -2.1514 -6.2182 0.1289 0.3924 -0.0571
H 10.0284 -9.3424 2.1163 0.1971 -0.0005 0.3282
H 13.2981 -16.3575 6.8910 0.1402 -0.4960 -0.2967
H 20.2987 -4.4796 -2.6755 0.3562 -0.2701 0.2303
H 22.7321 -6.9093 11.4688 -1.2381 -0.0298 -0.5927
H 14.1535 -6.5931 18.5058 0.0607 -0.0868 0.2139
H 13.2347 3.0250 9.7161 0.2414 0.4699 0.2971
H 31.3297 -8.9361 5.6176 0.1180 0.0411 -0.0053
H 8.7142 -4.2170 8.8536 -0.3703 -0.0843 0.3370
H 16.5376 -5.8489 18.3333 -0.2552 0.3325 0.2177
H 24.0058 -2.9701 -4.3030 0.0466 -0.0269 -0.1479
H 22.2419 -8.6908 11.5950 -0.5033 0.4460 0.1196
H 24.6877 -18.3080 12.0823 0.2612 -0.0287 0.3585
H 22.0870 -9.7585 0.9916 -1.0284 -0.1243 0.3709
H 24.5424 -17.0386 10.0764 0.0001 0.1244 -0.1202
H 15.6638 -5.0286 14.1441 0.1850 -0.0392 0.1022
H 13.9283 -15.6327 -3.4000 0.3517 -0.1838 -0.6471
H 18.4116 2.1385 3.0210 0.9915 0.3385 -0.0450
H 22.0284 -11.3822 0.3285 0.0981 -0.0407 0.0856
H 15.5680 -0.4574 9.0862 -0.3511 -0.3081 0.0025
H 17.4915 -13.1667 -3.5933 0.1980 -0.1192 0.1994
H 17.0658 0.2804 2.6167 -0.1785 -0.2732 -0.2233
H 7.6205 -0.0793 8.3227 0.1991 -0.0193 0.1469
H 21.8500 -14.3596 12.0244 0.4059 0.6558 0.3817
H 16.4648 -0.2709 11.3995 -0.1464 -0.2561 0.0062
H 30.4673 -7.4908 3.7666 0.1943 -0.0477 0.0747
H 19.5781 3.3620 1.1215 -0.0773 0.2168 -0.2165
H 14.5123 -5.8015 7.3300 -0.2964 -0.2426 -0.0928
H 15.5868 1.4718 12.9320 0.7875 0.1506 -0.0435
H 13.2604 -5.9162 14.5158 0.2962 0.4056 -0.4477
H 8.6950 -7.5530 1.5104 -0.3538 0.1401 -0.1581
H 22.2446 -11.1786 2.0956 0.5869 0.1484 -0.0796
H 13.5100 -14.1927 7.7729 0.2493 -0.0367 0.1745
H 27.5418 -8.6794 7.4336 0.2412 0.0223 0.6000
H 22.4268 -15.4839 14.2312 -0.4584 0.2547 -0.1727
H 23.4947 -17.5992 14.1777 0.0644 -0.1218 0.0227
H 18.5720 -7.8771 5.3546 0.0579 0.1666 -0.0143
H 13.9386 1.1751 8.3054 -0.3477 0.2365 0.0268
H 14.9221 -12.5209 6.6444 0.2997 0.1018 0.0668
H 29.8087 -9.3008 7.6280 0.5614 -0.4746 -0.3090
H 18.1219 -7.9948 7.7908 0.1826 0.2416 0.1988
H 7.7599 -4.8262 6.9240 -0.6603 0.0071 -1.1760
H 16.5247 -0.4262 0.3792 -0.2628 0.1087 -0.8970
H 6.6399 -11.8249 2.5349 0.3536 -0.3210 0.1246
H 6.6961 -0.5770 6.1089 0.3107 -0.0470 -0.3155
H 13.0166 -14.2712 -1.7155 -0.0812 0.2592 -0.0354
H 17.4800 0.9528 -1.6908 -0.1971 -0.2087 0.0157
H 16.9494 -6.5217 3.9400 -0.0026 -0.6478 -0.3129
H 9.2057 -11.4293 2.7750 -0.4412 -0.4856 0.1201
```
Forces are in eV/Å.

As for the spin multiplicity: 1. For the energy relative to the best compared isomer or geometry (same formula, charge and spin), the calculation gives 60.9 kcal per mole. The calculation puts the calculated total energy at -137957.259 eV. The value obtained for the HOMO-LUMO gap is 8.657 eV. The largest force on an atom is 4.60 eV Å⁻¹.



Entry from OMol25: a 2-piece molecular cluster, C7H11F overall in a non-equilibrium geometry (wB97M-V/def2-TZVPD).

Geometry as XYZ:
```
19
Properties=species:S:1:pos:R:3:forces:R:3
F 0.7959 2.5765 0.5500 0.1946 0.3405 -0.1449
C -1.4514 0.5024 -0.2183 -1.2878 -3.2500 -0.0240
C -0.2273 0.0676 -0.1781 3.3539 5.3206 -0.9758
C 1.8087 1.7896 -1.4519 1.3521 -0.0639 -0.9286
C 1.1130 -1.0370 1.4085 1.1542 0.4692 2.8874
C -2.5771 -0.5453 -0.0463 2.3062 1.1321 2.2169
C 1.0966 1.6552 -0.3547 -3.1460 -3.3978 -0.2587
C 0.4747 -1.1370 0.0851 -2.8534 -3.2546 0.8476
H 2.0270 0.8694 -2.0385 -0.5827 0.7983 0.4416
H -2.6865 -1.0227 -0.9377 -0.8384 -1.2763 -2.6921
H 2.3502 2.6903 -1.8238 -0.5096 -0.5972 0.7748
H 2.0136 -0.4052 1.3364 -0.2479 -0.0718 0.0118
H -0.3704 -1.9802 0.1314 1.7627 1.3959 -0.1879
H 1.1428 -1.4521 -0.6808 0.5687 -0.0123 -0.7745
H 0.4324 -0.4769 2.1494 0.9363 -1.1336 -0.9710
H -2.2025 -1.3040 0.6398 -0.3828 0.0218 0.2587
H -3.4777 -0.1271 0.3198 -0.9060 0.3911 0.2734
H -1.7419 1.3365 -0.7454 -0.2591 2.4472 -0.3059
H 1.4797 -2.0000 1.8552 -0.6151 0.7408 -0.4489
```
Forces are in eV/Å.

As for the spin multiplicity: 1. For the energy relative to the best compared isomer or geometry (same formula, charge and spin), the calculation gives 89.0 kcal per mole. The calculation puts the calculated total energy at -10150.541 eV. The value obtained for the HOMO-LUMO gap is 10.144 eV. The largest force on an atom is 6.36 eV Å⁻¹.



In order of appearance, HOMO energy = -9.8194, -9.1449 eV.